[1]
Below is the molecule C20H22ClFN4O4S, with properties calculated with ωB97M-V with the def2-TZVPD basis set.

## Properties
Molar mass (g/mol): 468.94
SMILES: O=C(CN(C(=O)CCC(=O)Nc1nccs1)c1ccc(F)c(Cl)c1)NC[C@@H]1CCCO1
E_tot (Eh): -2253.6291
Gap between HOMO and LUMO (eV): 9.104
HOMO level (eV): -8.5
Max |F| (Eh/bohr): 0.0203

Each line ends with the Löwdin charge.
Positions of all 53 atoms, in Å:
O: -0.79766 -2.14513 -2.84503  0.0642
C: -0.09520 -2.02971 -1.86311  -0.4679
C: -0.31990 -2.87124 -0.59465  -0.0236
N: -0.88894 -2.09699 0.49835  0.0135
C: -0.06619 -1.38577 1.29846  -0.4385
O: 1.13543 -1.32971 1.07978  0.0551
C: -0.69167 -0.69016 2.49211  -0.0596
C: -1.17677 0.73126 2.13324  -0.0718
C: -0.45549 1.23016 0.90498  -0.4464
O: -0.99319 1.29591 -0.18360  0.0680
N: 0.85765 1.58150 1.02106  0.1264
C: 1.66104 1.59798 2.12033  -0.5960
N: 1.31415 1.45633 3.35220  0.0434
C: 2.37595 1.56379 4.18794  -0.2369
C: 3.57015 1.80057 3.59471  -0.4060
S: 3.38165 1.89349 1.88193  1.0479
C: -2.30389 -2.11424 0.61434  -0.2274
C: -2.93059 -3.20308 1.21070  -0.0023
C: -4.30957 -3.23968 1.29923  0.0083
C: -5.05318 -2.19064 0.78882  -0.2963
F: -6.39079 -2.23595 0.88779  0.0614
C: -4.43686 -1.10108 0.18072  -0.5794
Cl: -5.38003 0.19239 -0.45180  0.7312
C: -3.05375 -1.07007 0.08832  -0.0170
N: 0.97059 -1.21724 -1.77683  0.0920
C: 1.36178 -0.34379 -2.85566  -0.1067
C: 1.19268 1.13679 -2.49595  -0.2941
C: 1.44267 2.06144 -3.69820  -0.1177
C: 2.29602 3.18395 -3.10846  -0.1447
C: 3.06815 2.43102 -2.02965  -0.1897
O: 2.13835 1.51389 -1.48452  -0.1608
H: 0.63972 -3.27674 -0.26083  0.1348
H: -1.00852 -3.68103 -0.84016  0.1357
H: 0.09030 -0.61143 3.24819  0.1097
H: -1.52164 -1.27639 2.88546  0.1187
H: -0.98212 1.39919 2.97107  0.1104
H: -2.24292 0.72142 1.90487  0.1152
H: 1.33682 1.71983 0.12189  0.1090
H: 2.20861 1.45851 5.24429  0.1044
H: 4.53308 1.92130 4.04577  0.0555
H: -2.33822 -4.01405 1.60571  0.1259
H: -4.82112 -4.07034 1.75858  0.1225
H: -2.56059 -0.23730 -0.39115  0.1061
H: 1.44079 -1.11633 -0.88329  0.1176
H: 0.72420 -0.58627 -3.70925  0.1309
H: 2.40982 -0.53658 -3.11072  0.1355
H: 0.19430 1.28373 -2.06845  0.1325
H: 0.51183 2.42024 -4.12879  0.1196
H: 2.00202 1.52676 -4.46748  0.1164
H: 2.94911 3.65410 -3.83916  0.1127
H: 1.66245 3.94420 -2.65075  0.1176
H: 3.43129 3.06238 -1.21688  0.1131
H: 3.91818 1.88883 -2.46651  0.1276

[2]
Below is the molecule C20H22ClN3O2, with properties calculated with ωB97M-V with the def2-TZVPD basis set.

## Properties
Molar mass (g/mol): 371.87
SMILES: Cc1cnccc1CNC(=O)[C@H]1CCC(=O)N(Cc2ccc(Cl)cc2)C1
ΔE to the lowest compared entry with this formula, charge and spin (kcal/mol): 15.53
E_tot (Eh): -1550.3264
Gap between HOMO and LUMO (eV): 9.401
HOMO level (eV): -9.0
Max |F| (Eh/bohr): 0.0116

Each line ends with the Löwdin charge.
Positions of all 48 atoms, in Å:
C: -3.68976 -0.58269 -2.03196  -0.0290
C: -4.57348 -0.56344 -0.82546  -0.2084
C: -5.25778 -1.71872 -0.44744  -0.1060
N: -6.07828 -1.80382 0.58148  0.0610
C: -6.27568 -0.71892 1.30924  -0.1532
C: -5.65192 0.48672 1.03860  -0.0283
C: -4.78658 0.57739 -0.04677  -0.1650
C: -4.05015 1.87361 -0.28584  -0.1097
N: -2.82930 1.88792 0.50117  0.0962
C: -1.61103 1.68274 -0.04104  -0.4651
O: -1.41631 1.67387 -1.23818  0.0726
C: -0.48926 1.49117 0.98494  -0.2013
C: -0.76604 0.31083 1.91688  -0.1399
C: -0.99027 -0.93698 1.07640  -0.0643
C: 0.03291 -1.14783 -0.02855  -0.4510
O: 0.11918 -2.22908 -0.58313  0.0467
N: 0.80625 -0.09932 -0.37981  -0.0316
C: 1.77668 -0.27072 -1.44684  -0.0927
C: 3.18179 -0.22209 -0.91030  -0.2092
C: 4.06713 0.78055 -1.28035  -0.0352
C: 5.34639 0.82652 -0.75382  -0.1037
C: 5.73817 -0.13773 0.15951  -0.6792
Cl: 7.33306 -0.08304 0.82811  0.6649
C: 4.86872 -1.14706 0.54371  -0.0971
C: 3.59667 -1.18347 0.00533  -0.0189
C: 0.81547 1.20218 0.25010  -0.1122
H: -4.22311 -0.15860 -2.88386  0.0944
H: -3.41453 -1.60476 -2.28003  0.0846
H: -2.78035 -0.00496 -1.88942  0.0563
H: -5.12755 -2.63326 -1.01188  0.1149
H: -6.95725 -0.82581 2.14242  0.1020
H: -5.83939 1.35115 1.65953  0.1079
H: -3.75915 1.98819 -1.33022  0.1227
H: -4.67440 2.72125 0.01260  0.1269
H: -2.94194 1.83832 1.50125  0.1390
H: -0.38156 2.41898 1.55694  0.1545
H: -1.63200 0.48868 2.55886  0.1095
H: 0.09982 0.17176 2.56864  0.1246
H: -1.96770 -0.89758 0.58568  0.1163
H: -0.98680 -1.83613 1.69544  0.1298
H: 1.61825 0.50837 -2.19852  0.1330
H: 1.57492 -1.24924 -1.89207  0.1310
H: 3.75956 1.53308 -1.99169  0.1139
H: 6.03369 1.60472 -1.04640  0.1038
H: 5.18886 -1.89501 1.25200  0.1049
H: 2.91250 -1.96874 0.29056  0.1201
H: 1.66120 1.27062 0.94868  0.1367
H: 0.96078 1.94968 -0.53659  0.1328